{"formula": "C5H6O2", "method": "the ωB97M-V functional and the def2-TZVPD basis", "orbital_gap_ev": 10.51, "smiles": "O=C1CC2(CO2)C1", "relative_energy_kj_mol": 229.7, "symbols": ["O", "C", "C", "C", "C", "O", "C", "H", "H", "H", "H", "H", "H"], "coordinates": [[-2.78324, -0.56377, 0.23122], [-1.62853, -0.30106, 0.04065], [-0.81345, 1.00523, 0.09181], [0.41232, 0.12017, -0.08965], [1.77208, 0.25753, 0.40425], [1.45171, 0.26122, -0.99871], [-0.40200, -1.14781, -0.28610], [-0.89337, 1.57977, 1.02296], [-0.98071, 1.65782, -0.76591], [2.17929, 1.23164, 0.50676], [2.24498, -0.64065, 0.86080], [-0.35726, -1.43561, -1.34816], [-0.20182, -2.02449, 0.33008]], "forces_ev_per_a": [[0.502, 0.188, -0.056], [-0.798, -0.126, 0.075], [-0.067, 0.107, -0.197], [-0.011, -0.189, 0.177], [0.245, -1.043, -0.300], [0.370, -0.195, -0.922], [-0.144, -0.167, 0.194], [0.048, -0.175, -0.231], [-0.180, 0.042, 0.009], [0.279, 0.630, 1.510], [-0.003, 0.821, -0.619], [-0.118, 0.057, 0.299], [-0.122, 0.050, 0.062]], "mulliken_charge": [-0.548, 0.359, -0.558, 0.732, -0.468, -0.518, -0.635, 0.287, 0.270, 0.295, 0.214, 0.238, 0.332]}